No. 1
Here is a structure of composition C57H83BF4InN7SSi from the OMol25 dataset. Energies are from ωB97M-V with the def2-TZVPD basis set.

Output
Highest occupied orbital energy (Eh): -0.2750

Geometry (Å):
In -0.22469 -0.17615 0.32380
N -1.87729 1.57025 2.41410
C -2.20629 2.84695 3.03080
C -1.03539 3.37805 3.85320
C 0.23091 3.59125 3.01800
C 1.03801 2.30625 2.75750
N 1.02981 1.82815 1.37030
H -2.70359 1.21365 1.94250
H -1.69439 0.90145 3.15490
H -3.09239 2.78615 3.67840
H -2.43619 3.56255 2.23750
H -0.82679 2.68485 4.67050
H -1.33459 4.33015 4.29930
H 0.86771 4.30155 3.55420
H -0.04199 4.05665 2.06800
H 0.62881 1.50775 3.37410
H 2.07411 2.48705 3.06800
H 1.97411 1.59465 1.07390
H 0.73371 2.57535 0.74750
C -1.34429 1.61085 -0.60960
Si -2.98199 1.11705 -1.37040
C -2.81819 -0.70425 -1.96580
N -2.28459 -1.62585 -0.97900
C -3.33959 -2.11645 -0.10360
C -4.43909 -2.90945 -0.84180
C -3.87079 -3.66095 -2.05160
C -2.42319 -4.02765 -1.75130
C -1.55779 -2.77085 -1.53960
C -4.40169 1.59915 -0.21180
C -4.35049 2.85865 0.37810
C -5.38779 3.32765 1.15930
C -6.52299 2.55365 1.33500
C -6.60529 1.31345 0.72700
C -5.55109 0.84015 -0.03210
C -3.45619 2.13825 -2.91450
C -4.39259 1.64795 -3.81830
C -4.82249 2.40405 -4.89220
C -4.32419 3.67985 -5.08420
C -3.40149 4.19305 -4.18790
C -2.98119 3.43045 -3.11310
H -1.42959 2.20725 0.28400
H -0.62559 2.04365 -1.28950
H -2.13479 -0.68075 -2.81630
H -3.78429 -1.04165 -2.34890
H -3.76939 -1.27365 0.43750
H -2.86719 -2.75915 0.63640
H -5.25979 -2.26205 -1.15520
H -4.86299 -3.62675 -0.13720
H -3.91209 -3.05725 -2.96090
H -4.45709 -4.56585 -2.23600
H -2.00099 -4.62135 -2.56310
H -2.41959 -4.63895 -0.84610
H -1.09239 -2.46225 -2.48030
H -0.74859 -3.01625 -0.84330
H -3.48569 3.48225 0.20460
H -5.31829 4.29865 1.62810
H -7.34369 2.92435 1.93240
H -7.49429 0.71245 0.84390
H -5.62649 -0.12825 -0.50240
H -4.79879 0.65595 -3.68190
H -5.55409 2.00175 -5.57830
H -4.65999 4.27135 -5.92430
H -3.01669 5.19335 -4.32890
H -2.26439 3.84545 -2.41730
C 3.64621 -0.93275 5.02900
C 2.31601 -0.29185 4.59850
C 1.86641 0.68805 5.69200
C 1.30801 -1.39315 4.34100
C 0.72141 -1.96915 5.46000
C -0.12769 -3.04965 5.36640
C -0.28679 -3.66815 4.14290
C 0.28971 -3.13875 3.00290
C 0.38561 -3.95815 1.74110
C 1.72211 -4.71165 1.85530
C -0.75449 -4.94925 1.54680
C 0.99431 -1.92295 3.07290
N 1.34891 -1.29115 1.86540
C 2.58141 -1.01835 1.63220
C 3.20641 -0.36535 0.52250
C 4.48141 0.15825 0.81770
C 5.35741 0.58705 -0.14270
C 5.00781 0.38075 -1.48470
C 3.78601 -0.13725 -1.81280
C 2.77891 -0.42995 -0.84190
N 1.56191 -0.83115 -1.21340
C 1.45361 -1.33285 -2.53180
C 1.80711 -2.68075 -2.75450
C 1.80051 -3.19005 -4.04310
C 1.42611 -2.41215 -5.11840
C 1.07241 -1.09775 -4.90530
C 1.09201 -0.53665 -3.63360
C 0.78641 0.93485 -3.51240
C -0.49799 1.30335 -4.25810
C 1.94131 1.78405 -4.04940
C 2.25151 -3.57865 -1.62340
C 1.63681 -4.97625 -1.73110
C 3.78131 -3.67985 -1.59450
H 4.38641 -0.16625 5.25400
H 4.04981 -1.58105 4.25260
H 3.49871 -1.53925 5.92020
H 2.48721 0.27625 3.68030
H 2.07481 0.28825 6.68200
H 0.80021 0.88955 5.62690
H 2.40731 1.62855 5.59800
H 0.93181 -1.55365 6.43040
H -0.62769 -3.43125 6.24340
H -0.88239 -4.56265 4.08110
H 0.41171 -3.27755 0.87970
H 1.80421 -5.14865 2.85070
H 2.56931 -4.04535 1.70230
H 1.78121 -5.51665 1.12730
H -0.70439 -5.74815 2.28260
H -0.68999 -5.40415 0.56010
H -1.71049 -4.44305 1.64350
H 3.31451 -1.38175 2.35790
H 4.76261 0.21645 1.86150
H 6.31511 1.00915 0.12370
H 5.71821 0.60375 -2.27140
H 3.55431 -0.31805 -2.85160
H 2.10921 -4.20885 -4.21370
H 1.42661 -2.82645 -6.11460
H 0.79981 -0.48565 -5.75220
H 0.67551 1.16755 -2.44970
H -0.31789 1.40935 -5.32550
H -0.89219 2.24495 -3.89150
H -1.26579 0.54725 -4.11780
H 2.25141 1.45455 -5.03830
H 2.78981 1.73085 -3.37670
H 1.62751 2.82265 -4.10540
H 1.92791 -3.12665 -0.68020
H 1.99781 -5.50385 -2.61010
H 0.55281 -4.91535 -1.78380
H 1.91051 -5.57035 -0.86370
H 4.14981 -4.11965 -2.52010
H 4.10091 -4.30415 -0.76150
H 4.22871 -2.69395 -1.47440
F -3.75819 -0.67665 2.75890
B -2.65389 -1.41075 3.12160
F -1.66639 -1.25175 2.06270
F -2.09559 -0.91235 4.26790
F -2.95029 -2.73805 3.20720
C 2.34491 6.23395 -0.38340
N 3.57151 5.56195 -0.72910
C 3.60401 4.24725 -1.01430
S 2.21591 3.35015 -1.10400
N 4.78411 3.64885 -1.26090
C 6.08131 4.27815 -1.24470
H 2.44651 7.29815 -0.57360
H 2.07801 6.07135 0.66400
H 1.54351 5.83165 -1.00220
H 4.43731 6.05575 -0.59600
H 4.73611 2.65555 -1.45050
H 6.11851 5.12125 -1.93930
H 6.82451 3.54935 -1.55930
H 6.35111 4.62935 -0.24310

---

No. 2
Here is a cluster of 13 separate species, C58H115N3O26 in total from the OMol25 dataset. Energies are from ωB97M-V with the def2-TZVPD basis set.

Output
Highest occupied orbital energy (Eh): -0.3260

Geometry (Å):
C 1.05100 -3.21367 -2.52178
C 0.58920 -4.33500 -1.74289
C 1.20304 -4.52717 -0.49642
C 2.23996 -3.70641 -0.01905
C 2.61980 -2.61114 -0.74912
C 1.90787 -2.31277 -1.88531
N 2.96688 -4.09734 1.23027
O 3.86825 -3.33892 1.71777
O 2.51414 -5.10744 1.77705
H 0.70314 -3.09679 -3.53753
H -0.06196 -5.02874 -2.25389
H 0.90560 -5.33559 0.15503
H 3.44037 -1.99865 -0.40570
H 2.15988 -1.38193 -2.37156
C 6.93851 -0.08476 0.33273
C 7.20922 1.09199 1.02554
C 6.79595 2.39654 0.58844
C 5.98915 2.54912 -0.51112
C 5.67027 1.33095 -1.12585
C 6.20896 0.05524 -0.84338
N 5.20201 3.80689 -0.83752
O 4.56942 3.87167 -1.90648
O 5.27551 4.65306 0.00216
H 7.34110 -1.01141 0.71437
H 7.78803 0.94276 1.92504
H 6.93887 3.26099 1.21986
H 5.09703 1.39697 -2.03878
H 5.94094 -0.74910 -1.51240
C 0.86190 0.72301 2.28601
C -0.14948 -0.12199 1.86490
C -0.39774 -0.19914 0.41613
C 0.39245 0.46370 -0.49821
C 1.36021 1.38257 -0.01955
C 1.59304 1.51502 1.38770
N 0.03336 0.46415 -1.94021
O 0.82913 0.96856 -2.71762
O -1.02076 -0.05231 -2.28829
H 1.18317 0.61447 3.31139
H -0.74306 -0.65141 2.59549
H -1.11123 -0.97007 0.16514
H 1.88473 1.99138 -0.74110
H 2.32344 2.22981 1.73697
C -2.38026 4.61753 0.60144
O -3.12712 4.26703 -0.55021
C -2.98618 2.98975 -1.05763
C -3.68040 1.90649 -0.19387
O -3.90764 0.76398 -0.95524
C -4.97963 0.72979 -1.86347
H -2.53179 4.04468 1.51631
H -2.64597 5.59560 1.00254
H -1.33290 4.41902 0.37399
H -1.95930 2.73226 -1.31709
H -3.46711 2.93207 -2.03409
H -4.56751 2.32939 0.27760
H -3.10560 1.66056 0.69901
H -5.86997 1.19752 -1.44320
H -5.19833 -0.20430 -2.38091
H -4.63820 1.37265 -2.67480
C -5.33884 -1.18292 5.59452
O -4.78190 -2.29916 4.94591
C -5.43481 -2.53661 3.70254
C -5.13994 -1.50301 2.59542
O -5.60979 -2.00419 1.34208
C -7.00629 -2.15238 1.24348
H -5.43721 -0.27174 5.00445
H -4.72611 -0.81930 6.41940
H -6.31013 -1.34599 6.06153
H -6.51148 -2.53096 3.87237
H -5.16017 -3.54283 3.38602
H -4.08885 -1.21512 2.57492
H -5.68221 -0.57228 2.76213
H -7.43400 -2.76293 2.03871
H -7.18032 -2.60776 0.26857
H -7.60205 -1.25728 1.06470
C 4.69965 -0.08739 3.03394
O 4.79320 0.19397 4.44773
C 4.38292 -0.83216 5.40948
C 2.91217 -1.10117 5.49949
O 2.41894 -1.90158 6.53126
C 2.84014 -1.73399 7.89147
H 5.20564 0.66471 2.42862
H 3.74833 -0.37643 2.58722
H 5.28485 -1.00363 2.95554
H 4.68673 -0.52980 6.41167
H 5.00489 -1.70068 5.19285
H 2.47605 -1.44071 4.56001
H 2.34061 -0.19041 5.67823
H 3.85268 -1.75250 8.29462
H 2.34359 -2.50783 8.47688
H 2.60329 -0.73935 8.26922
C -0.40444 -9.52007 3.48474
O -1.13556 -8.29625 3.66670
C -0.52847 -7.26557 2.86622
C -1.27539 -5.87508 3.10849
O -0.77719 -5.01392 2.17999
C -1.09744 -3.63678 2.25156
H -0.52423 -10.34543 4.18656
H 0.67304 -9.37744 3.56718
H -0.63852 -9.87780 2.48208
H -0.42649 -7.39746 1.78905
H 0.49258 -7.17747 3.23742
H -0.95768 -5.50036 4.08149
H -2.36477 -5.88717 3.07388
H -1.01126 -3.19459 3.24410
H -2.16783 -3.43956 2.19275
H -0.68079 -2.89376 1.57155
C 2.77724 4.89012 2.69290
O 3.59964 3.70037 2.93376
C 4.43656 3.81009 4.06898
C 3.88054 3.73411 5.52298
O 4.89503 4.30581 6.26922
C 4.77173 4.11575 7.65340
H 2.11380 4.67427 1.85542
H 3.51258 5.67135 2.50040
H 2.12707 5.25181 3.48950
H 5.04887 4.70996 4.12746
H 5.14895 3.00390 3.89388
H 3.55714 2.72938 5.79508
H 3.04129 4.42719 5.58131
H 3.80768 4.32652 8.11631
H 5.54802 4.70731 8.13872
H 5.05199 3.13629 8.04098
C 2.66116 7.50751 -5.20245
O 1.29199 7.13755 -5.22999
C 0.94429 6.26480 -6.39964
C 1.20450 4.68626 -6.38487
O 0.67744 4.10587 -5.16039
C 1.48955 3.94272 -4.02101
H 3.34248 6.69196 -4.96000
H 2.82004 8.02521 -4.25648
H 3.12340 8.07010 -6.01358
H 1.34195 6.61150 -7.35346
H -0.10769 6.33544 -6.67615
H 2.21192 4.28685 -6.50179
H 0.64196 4.20871 -7.18712
H 2.34601 4.61242 -3.94304
H 1.85595 2.94578 -3.77614
H 0.87033 4.22802 -3.17056
C 0.46499 0.98152 -6.47181
O 1.81160 1.61244 -6.45411
C 2.74272 0.83890 -5.67508
C 4.15480 1.46272 -5.69368
O 5.13652 0.52888 -5.13709
C 6.40330 1.08914 -4.88374
H 0.41197 -0.10701 -6.49177
H 0.02767 1.30606 -7.41601
H -0.13693 1.48643 -5.71626
H 2.81593 -0.20325 -5.98598
H 2.37667 0.86503 -4.64872
H 3.96128 2.36099 -5.10737
H 4.51187 1.61106 -6.71280
H 7.05069 0.24500 -4.64626
H 6.15428 1.88128 -4.17762
H 6.91208 1.66706 -5.65527
C -5.44342 -5.01855 -5.25922
O -4.81800 -4.58294 -4.02667
C -5.48504 -3.64283 -3.24481
C -4.71901 -3.55365 -1.95110
O -3.37410 -3.15173 -2.11909
C -2.83202 -2.82496 -0.80728
H -4.78659 -5.81524 -5.60844
H -5.54903 -4.20540 -5.97736
H -6.38566 -5.54279 -5.09966
H -6.52037 -3.89849 -3.01938
H -5.56041 -2.66329 -3.71694
H -4.80913 -4.50594 -1.42849
H -5.30573 -2.86691 -1.34098
H -3.24275 -1.90242 -0.39703
H -1.78319 -2.62904 -1.03016
H -2.89706 -3.66701 -0.11820
C -1.20783 2.93601 4.65574
O -2.13181 2.20257 3.84848
C -3.48161 2.00687 4.39235
C -4.11401 3.26878 5.01019
O -3.46281 3.59069 6.25821
C -3.68570 4.83597 6.71543
H -1.56221 3.96648 4.63046
H -0.18704 2.95561 4.27402
H -1.19781 2.80924 5.73830
H -3.43711 1.23083 5.15647
H -4.23235 1.53469 3.75868
H -5.18017 3.08742 5.14624
H -3.91547 4.08574 4.31646
H -2.97124 4.79539 7.53762
H -4.71571 5.00927 7.02708
H -3.34290 5.54140 5.95849
C -1.73929 -4.55781 -9.01905
O -1.59117 -3.61962 -7.92733
C -2.73087 -3.48472 -7.12200
C -2.76868 -2.46930 -6.06101
O -2.43956 -1.17672 -6.61141
C -2.69604 -0.14563 -5.69952
H -2.62846 -4.48990 -9.64583
H -1.72673 -5.59380 -8.68042
H -0.82155 -4.67153 -9.59603
H -2.95115 -4.43839 -6.64232
H -3.55016 -3.18397 -7.77501
H -2.03181 -2.64163 -5.27652
H -3.74468 -2.43384 -5.57699
H -2.53448 0.83943 -6.13731
H -1.96253 -0.21101 -4.89591
H -3.63703 -0.37815 -5.20094

---

Going through the records in order, we get strongest force on any atom values of 0.0352, 0.0840 Eh/bohr.